{
  "formula": "C8H10FN3O",
  "method": "ωB97M-V/def2-TZVPD",
  "elements": ["O", "N", "C", "C", "C", "C", "C", "C", "C", "H", "H", "H", "H", "H", "H", "H", "N", "C", "N", "H", "H", "F", "H"],
  "xyz": [[-2.418, -1.480, 0.001], [-1.714, -1.022, -0.866], [-0.537, -1.807, -1.118], [0.486, -0.991, -0.366], [0.486, -1.020, 1.063], [1.446, -0.318, 1.763], [2.514, 0.353, 1.111], [2.512, 0.379, -0.295], [1.504, -0.349, -1.040], [-0.349, -1.658, -2.270], [-0.461, -2.722, -0.710], [-0.312, -1.445, 1.552], [1.479, -0.424, 2.837], [3.161, 1.100, 1.640], [3.288, 0.972, -0.963], [1.462, -0.122, -2.173], [0.260, 2.327, -0.591], [-0.898, 2.146, -0.285], [-1.944, 1.748, 0.193], [0.506, 3.278, -0.855], [-2.646, 1.678, -0.569], [-4.329, -0.135, 1.114], [-3.494, -0.488, 0.826]],
  "smiles": "O=NCc1ccccc1.N=C=N.F",
  "de_lowest_kcal_mol": 21.01,
  "orbital_gap_ev": 8.76,
  "spin_multiplicity": 1,
  "total_energy_ev": -17689.4186
}

{
  "formula": "C3H12N3",
  "method": "ωB97M-V/def2-TZVPD",
  "elements": ["C", "C", "N", "H", "H", "H", "H", "H", "H", "N", "C", "N", "H", "H", "H", "H", "H", "H"],
  "xyz": [[2.037, 0.558, -0.491], [3.027, 0.805, 0.348], [0.698, 1.063, -0.320], [2.143, -0.093, -1.350], [3.992, 0.356, 0.183], [2.844, 1.459, 1.193], [-0.068, 0.088, 0.251], [0.690, 1.847, 0.314], [0.282, 1.365, -1.193], [-0.786, -0.726, 0.860], [-1.920, -1.288, 0.031], [-2.522, -0.385, -0.905], [-1.157, -0.216, 1.655], [-0.255, -1.511, 1.255], [-1.513, -2.128, -0.518], [-2.692, -1.608, 0.721], [-2.949, 0.424, -0.460], [-1.851, -0.011, -1.572]],
  "de_lowest_kcal_mol": 37.28,
  "charge": 1,
  "orbital_gap_ev": 10.70,
  "spin_multiplicity": 1,
  "total_energy_ev": -7769.0140
}

{
  "formula": "C4H5NO2",
  "method": "ωB97M-V/def2-TZVPD",
  "elements": ["N", "C", "C", "C", "O", "C", "O", "H", "H", "H", "H", "H"],
  "xyz": [[0.354, 0.860, 1.108], [0.136, 0.196, -0.196], [-1.251, 0.030, -0.761], [-0.725, -1.054, 0.109], [0.248, -1.823, -0.801], [1.108, -0.804, -0.698], [2.310, -0.787, -0.806], [0.000, 1.815, 1.203], [1.345, 0.837, 1.371], [-2.009, 0.676, -0.316], [-1.318, -0.066, -1.842], [-0.199, 0.121, 1.629]],
  "de_lowest_kcal_mol": 115.80,
  "orbital_gap_ev": 8.39,
  "spin_multiplicity": 1,
  "total_energy_ev": -9809.2930
}

{
  "formula": "C14H26N5O3S",
  "method": "ωB97M-V/def2-TZVPD",
  "elements": ["C", "C", "C", "O", "C", "N", "C", "N", "C", "S", "C", "C", "N", "C", "C", "O", "O", "N", "H", "H", "H", "H", "H", "H", "H", "H", "H", "H", "H", "H", "H", "H", "H", "H", "H", "H", "H", "C", "C", "C", "C", "N", "H", "H", "H", "H", "H", "H", "H"],
  "xyz": [[2.382, -2.801, 2.080], [1.314, -1.770, 1.634], [1.924, -0.939, 0.527], [1.102, 0.194, 0.052], [-0.169, 0.166, 0.337], [-1.110, -0.571, -0.209], [-2.254, -0.191, 0.387], [-3.443, -0.719, 0.127], [-3.672, -1.746, -0.890], [-3.337, -1.082, -2.545], [-2.755, -2.500, -3.519], [-2.316, -3.730, -2.738], [-2.021, 0.775, 1.303], [-2.909, 1.463, 2.218], [-2.720, 0.967, 3.659], [-2.701, 1.708, 4.586], [-2.683, -0.387, 3.802], [-0.670, 1.002, 1.261], [2.559, -2.747, 3.149], [2.072, -3.816, 1.847], [3.327, -2.641, 1.565], [1.066, -1.161, 2.503], [0.441, -2.325, 1.299], [2.170, -1.562, -0.328], [2.837, -0.486, 0.893], [-4.239, -0.430, 0.668], [-4.717, -2.024, -0.807], [-3.073, -2.616, -0.652], [-1.920, -2.162, -4.128], [-3.539, -2.790, -4.214], [-1.486, -3.496, -2.073], [-2.027, -4.533, -3.409], [-3.124, -4.111, -2.115], [-3.931, 1.229, 1.939], [-2.737, 2.533, 2.190], [-2.012, -0.787, 3.232], [-0.178, 1.676, 1.827], [3.697, 3.604, -2.688], [3.134, 4.095, -1.360], [4.043, 3.769, -0.168], [4.232, 2.324, -0.021], [4.390, 1.193, 0.094], [3.798, 2.518, -2.700], [3.040, 3.884, -3.510], [4.680, 4.037, -2.881], [2.148, 3.654, -1.194], [2.996, 5.177, -1.398], [3.619, 4.151, 0.761], [5.024, 4.228, -0.298]],
  "charge": 1,
  "orbital_gap_ev": 8.76,
  "spin_multiplicity": 1,
  "total_energy_ev": -39360.8301
}

{
  "formula": "C26H25NO2",
  "method": "ωB97M-V/def2-TZVPD",
  "elements": ["C", "C", "C", "C", "C", "C", "C", "C", "C", "C", "C", "C", "C", "O", "O", "C", "C", "H", "H", "H", "H", "H", "H", "H", "H", "H", "H", "H", "C", "C", "C", "N", "C", "C", "C", "C", "C", "C", "C", "C", "H", "H", "H", "H", "H", "H", "H", "H", "H", "H", "H", "H", "H", "H"],
  "xyz": [[-5.064, -2.093, -2.137], [-3.837, -2.765, -2.047], [-2.641, -2.037, -1.950], [-2.645, -0.631, -1.974], [-1.401, 0.211, -1.785], [-0.142, -0.437, -1.967], [1.129, 0.216, -1.853], [2.357, -0.665, -1.987], [2.323, -2.069, -1.977], [3.508, -2.819, -2.041], [4.749, -2.172, -2.082], [4.794, -0.769, -2.069], [3.614, -0.032, -2.033], [1.281, 1.429, -1.629], [-1.526, 1.409, -1.459], [-3.887, 0.028, -2.068], [-5.081, -0.689, -2.136], [-6.000, -2.650, -2.206], [-3.809, -3.856, -2.050], [-1.693, -2.564, -1.838], [-0.156, -1.407, -2.455], [1.364, -2.583, -1.908], [3.458, -3.911, -2.058], [5.676, -2.746, -2.129], [5.745, -0.238, -2.094], [3.642, 1.057, -2.013], [-3.896, 1.118, -2.069], [-6.022, -0.142, -2.193], [-2.401, 1.366, 3.621], [-3.195, 1.865, 2.409], [-2.162, 2.294, 1.365], [-0.905, 1.656, 1.781], [0.201, 1.780, 1.079], [1.468, 1.199, 1.441], [1.558, -0.159, 1.823], [2.773, -0.682, 2.251], [3.921, 0.122, 2.274], [3.850, 1.460, 1.853], [2.638, 1.995, 1.438], [-0.991, 1.030, 3.104], [-2.333, 2.151, 4.382], [-2.867, 0.489, 4.076], [-3.797, 1.051, 1.990], [-3.858, 2.695, 2.659], [-2.423, 1.969, 0.350], [-2.039, 3.391, 1.340], [0.159, 2.499, 0.256], [0.656, -0.773, 1.770], [2.813, -1.723, 2.578], [4.869, -0.295, 2.620], [4.752, 2.076, 1.851], [2.563, 3.028, 1.093], [-0.202, 1.379, 3.792], [-0.890, -0.060, 3.011]],
  "de_lowest_kcal_mol": 2.76,
  "orbital_gap_ev": 5.78,
  "spin_multiplicity": 1,
  "total_energy_ev": -32951.2724
}

{
  "formula": "C2H7IN2S",
  "method": "ωB97M-V/def2-TZVPD",
  "elements": ["C", "N", "C", "N", "S", "I", "H", "H", "H", "H", "H", "H", "H"],
  "xyz": [[1.060, 0.929, -0.019], [0.191, -0.172, -0.200], [-1.260, -0.014, -0.252], [0.451, -1.420, -0.024], [2.062, -1.855, -0.127], [-0.799, -2.423, 1.990], [0.540, 1.664, 0.626], [2.096, 0.688, 0.369], [1.161, 1.442, -1.041], [-1.527, -0.972, -0.399], [-1.471, 0.351, 0.809], [-1.592, 0.818, -0.923], [1.680, -3.116, 0.239]],
  "smiles": "CN(C)N(S)I",
  "de_lowest_kcal_mol": 15.21,
  "orbital_gap_ev": [6.47, 7.07],
  "spin_multiplicity": 1,
  "total_energy_ev": -24100.4661
}

{
  "formula": "C3H7O2S2",
  "method": "ωB97M-V/def2-TZVPD",
  "elements": ["O", "C", "O", "H", "C", "C", "S", "S", "H", "H", "H", "H", "H", "H"],
  "xyz": [[0.354, 1.721, 1.052], [-0.932, 1.691, 1.119], [-1.669, 0.717, 0.720], [-1.468, 2.571, 1.467], [0.433, -1.405, 0.552], [-0.090, -1.147, -0.888], [1.187, -0.548, -2.021], [0.954, 1.558, -1.915], [0.813, -0.432, 0.901], [1.188, -2.199, 0.486], [-0.367, -1.635, 1.278], [-0.909, -0.416, -0.842], [-0.499, -2.035, -1.355], [1.005, 1.559, -0.553]],
  "de_lowest_kcal_mol": 9.21,
  "charge": -1,
  "orbital_gap_ev": 7.89,
  "spin_multiplicity": 1,
  "total_energy_ev": -28991.5974
}

{
  "formula": "C6H10FN",
  "method": "ωB97M-V/def2-TZVPD",
  "elements": ["C", "C", "C", "C", "C", "C", "H", "H", "H", "H", "H", "H", "H", "H", "H", "H", "N", "F"],
  "xyz": [[0.395, 1.126, -2.203], [-0.445, 0.968, -0.960], [0.136, 0.905, 0.444], [-0.764, -0.244, 0.635], [-0.363, -1.491, 1.438], [0.789, -1.669, 2.135], [0.812, 2.065, -2.209], [-0.211, 0.913, -3.075], [-1.237, 1.739, -0.997], [-0.049, 1.781, 1.066], [1.173, 0.588, 0.415], [-1.759, 0.075, 1.070], [-0.281, -1.009, -1.124], [-1.208, -2.164, 1.450], [1.584, -0.899, 2.156], [0.994, -2.530, 2.701], [-0.990, -0.357, -0.808], [1.424, 0.203, -2.134]],
  "de_lowest_kcal_mol": 32.12,
  "orbital_gap_ev": 10.19,
  "spin_multiplicity": 1,
  "total_energy_ev": -10589.6767
}